1.
{
  "formula": "C3H4MgNaO4",
  "method": "ωB97M-V/def2-TZVPD",
  "symbols": ["O", "C", "C", "O", "O", "C", "H", "H", "H", "H", "O", "Mg", "Na"],
  "xyz": [[-0.45637, 0.87383, 1.85608], [-0.55725, 1.67523, 0.88188], [-0.17598, -0.85882, 0.22619], [0.45827, 2.18863, 0.32295], [-1.50107, 1.18123, 0.06094], [-1.23019, -0.07734, -0.57143], [-0.50031, -1.37859, 1.13807], [-0.17778, -1.82979, -0.29875], [-2.17571, -0.63010, -0.58761], [-0.90261, 0.16848, -1.59106], [1.69858, -0.45105, -0.34308], [1.96211, 1.39468, -0.60724], [3.55831, -2.25638, -0.48693]],
  "homo_energy_ev": -11.60,
  "energy_ev": -21217.52950,
  "lumo_energy_ev": -5.67,
  "total_charge": 1,
  "spin_multiplicity": 1,
  "homo_lumo_gap_ev": 5.936
}



2.
{
  "formula": "C4H8N2",
  "method": "ωB97M-V/def2-TZVPD",
  "symbols": ["C", "C", "N", "C", "C", "N", "H", "H", "H", "H", "H", "H", "H", "H"],
  "xyz": [[0.04756, 1.72716, -0.24247], [0.29807, 0.25246, -0.18942], [-1.92955, -0.74325, 0.19206], [-0.66476, -0.84364, -0.34148], [1.40082, -0.43470, 0.18184], [2.51449, -0.47516, 0.76016], [-2.07956, -0.12704, 0.97662], [-2.55111, -1.53579, 0.22902], [3.17763, -1.14023, 0.37134], [-0.66271, -1.39898, -1.27783], [0.48394, -1.63491, 0.09311], [-0.44534, 2.09631, 0.66346], [0.99662, 2.25740, -0.32614], [-0.58609, 2.00038, -1.09027]],
  "homo_energy_ev": -7.98,
  "energy_ev": -7254.21098,
  "lumo_energy_ev": 0.77,
  "spin_multiplicity": 1,
  "homo_lumo_gap_ev": 8.753
}



3.
{
  "formula": "C24H45F9IN6O4S2",
  "method": "ωB97M-V/def2-TZVPD",
  "symbols": ["F", "C", "F", "C", "C", "C", "C", "N", "C", "C", "S", "N", "C", "C", "C", "I", "C", "C", "F", "F", "S", "F", "F", "F", "F", "F", "H", "H", "H", "H", "H", "H", "H", "H", "H", "H", "H", "H", "H", "H", "H", "H", "H", "C", "C", "O", "N", "C", "H", "H", "H", "H", "H", "H", "H", "C", "C", "O", "N", "C", "H", "H", "H", "H", "H", "H", "H", "C", "C", "O", "N", "C", "H", "H", "H", "H", "H", "H", "H", "C", "C", "O", "N", "C", "H", "H", "H", "H", "H", "H", "H"],
  "xyz": [[-1.51084, -3.55787, 1.47945], [-0.62658, -2.88257, 0.56900], [0.51432, -3.71196, 0.28572], [-1.44160, -2.85240, -0.83461], [-2.88852, -2.19103, -0.71594], [-3.83762, -2.38954, -1.99109], [-3.10275, -2.37522, -3.41508], [-2.03645, -1.33906, -3.57970], [-1.86784, -0.01474, -3.04094], [-0.50187, 0.41293, -3.62789], [0.35823, 2.01631, -3.32720], [-0.02344, -0.70478, -4.42354], [1.29183, -0.79419, -5.17514], [2.12032, -1.99491, -4.44954], [3.69153, -1.68237, -4.31965], [4.09232, -0.79564, -2.33939], [-0.94673, -1.80200, -4.42382], [-0.25125, -1.40451, 1.02130], [0.18395, -0.61089, -0.09386], [-1.40022, -0.70944, 1.51473], [1.07269, -1.24292, 2.33325], [1.27065, 0.37208, 1.84931], [-0.06868, -0.66447, 3.43604], [0.81953, -2.75648, 2.96195], [2.29954, -1.72482, 1.32441], [2.23204, -0.99932, 3.52931], [-0.74063, -2.37242, -1.59156], [-1.60698, -3.95985, -1.12117], [-2.83087, -1.05784, -0.50339], [-3.43359, -2.63698, 0.19531], [-4.51081, -3.32369, -1.91612], [-4.57731, -1.50099, -1.99764], [-3.90684, -2.14571, -4.21589], [-2.74622, -3.44068, -3.64924], [-2.59131, 0.51139, -2.34695], [1.07261, 1.77204, -2.14219], [1.84356, 0.19699, -5.03722], [1.05888, -1.03637, -6.26327], [1.93078, -3.00718, -4.97358], [1.71958, -2.12163, -3.37566], [4.27240, -2.67296, -4.32557], [4.03964, -0.95225, -5.11931], [-0.88836, -2.81683, -4.94078], [-0.22748, 1.64286, 7.62748], [1.19097, 1.62445, 8.12623], [1.48183, 1.90736, 9.28045], [2.17120, 1.27781, 7.24468], [2.03368, 0.91340, 5.85202], [-0.89274, 1.93649, 8.43989], [-0.33039, 2.36781, 6.81704], [-0.51756, 0.64644, 7.28571], [3.09722, 1.28733, 7.64916], [2.43723, -0.09209, 5.71780], [2.62275, 1.61738, 5.25792], [0.99792, 0.93610, 5.51932], [4.64322, 0.76241, 1.85604], [5.94676, 1.30704, 1.34478], [6.60108, 0.73279, 0.48453], [6.39638, 2.47909, 1.86972], [5.77620, 3.30349, 2.88497], [4.41886, -0.17312, 1.34467], [4.71373, 0.56291, 2.92720], [3.83575, 1.46948, 1.65457], [7.27745, 2.78241, 1.47828], [5.59807, 4.29429, 2.46101], [6.46922, 3.39411, 3.72416], [4.83496, 2.88574, 3.23643], [-6.42439, -3.46177, -7.21833], [-5.00198, -3.46102, -6.73162], [-4.70661, -3.16454, -5.57490], [-4.02799, -3.80204, -7.61445], [-4.16999, -4.17921, -9.00583], [-7.08549, -3.16947, -6.40203], [-6.54262, -2.74455, -8.03306], [-6.70676, -4.46280, -7.55042], [-3.09977, -3.77926, -7.21700], [-3.75731, -5.18203, -9.13307], [-3.59421, -3.47692, -9.61201], [-5.20787, -4.17124, -9.33071], [0.30988, 5.04034, 4.47020], [-0.87243, 4.96429, 5.39804], [-1.32055, 3.89628, 5.79723], [-1.44692, 6.13099, 5.79411], [-1.07049, 7.48262, 5.43831], [0.65712, 4.03122, 4.24478], [0.02237, 5.52456, 3.53450], [1.12570, 5.58876, 4.94588], [-2.23353, 6.00035, 6.41521], [-0.83010, 8.02448, 6.35546], [-1.92516, 7.96093, 4.95507], [-0.21429, 7.50881, 4.76774]],
  "homo_energy_ev": -10.23,
  "energy_ev": -96966.05116,
  "lumo_energy_ev": -3.32,
  "total_charge": 1,
  "spin_multiplicity": 1,
  "homo_lumo_gap_ev": 6.901
}